{"formula": "C47H42AsN13O4RuS2", "method": "wB97M-V/def2-TZVPD", "s_squared": 8.81, "lumo_ev": [2.299, 0.400], "spin_multiplicity": 6, "total_charge": -1, "e_homo_ev": [-2.867, -4.818], "total_energy_ev": -162068.9934, "homo_lumo_gap_ev": [5.17, 5.22], "species": ["Ru", "C", "C", "N", "C", "C", "C", "S", "N", "C", "O", "C", "C", "C", "C", "C", "C", "H", "H", "H", "H", "H", "H", "H", "H", "H", "H", "H", "H", "H", "H", "H", "N", "C", "N", "N", "N", "N", "C", "N", "N", "N", "N", "H", "O", "S", "O", "N", "C", "C", "C", "C", "C", "C", "C", "C", "N", "C", "C", "C", "C", "C", "C", "C", "H", "H", "H", "H", "H", "H", "H", "H", "H", "H", "H", "O", "As", "C", "C", "C", "C", "C", "C", "C", "C", "C", "C", "C", "C", "C", "C", "C", "C", "C", "C", "H", "H", "H", "H", "H", "H", "H", "H", "H", "H", "H", "H", "H", "H", "H"], "positions_angstrom": [[-0.046, -1.041, 0.265], [4.067, 2.029, 3.948], [3.395, 0.816, 4.613], [3.039, -0.223, 3.629], [4.090, -1.156, 3.323], [4.122, -2.356, 4.307], [1.934, -0.010, 2.881], [1.723, -1.047, 1.502], [1.064, 0.902, 3.305], [-0.010, 1.327, 2.626], [-0.632, 0.753, 1.693], [-0.553, 2.591, 3.195], [0.149, 3.263, 4.261], [-0.451, 4.334, 4.894], [-1.664, 4.832, 4.476], [-2.320, 4.210, 3.398], [-1.802, 3.065, 2.796], [4.548, 2.739, 4.626], [3.279, 2.518, 3.376], [4.775, 1.702, 3.200], [2.485, 1.144, 5.135], [4.036, 0.356, 5.357], [5.074, -0.652, 3.360], [3.942, -1.536, 2.300], [5.032, -2.327, 4.892], [4.051, -3.336, 3.800], [3.237, -2.295, 4.965], [1.125, 2.977, 4.528], [0.087, 4.797, 5.696], [-2.164, 5.625, 5.011], [-3.230, 4.654, 3.040], [-2.350, 2.573, 2.018], [-3.420, -1.708, 0.658], [-2.921, -1.977, -0.602], [-3.627, -2.674, -1.538], [-2.803, -2.712, -2.562], [-1.682, -2.064, -2.358], [-1.739, -1.583, -1.061], [-2.617, -1.684, 1.791], [-3.122, -1.672, 3.083], [-2.084, -1.655, 3.841], [-0.962, -1.717, 3.192], [-1.290, -1.790, 1.851], [-4.356, -2.086, 0.826], [-0.702, -4.451, 0.863], [0.403, -4.556, -0.028], [0.367, -5.279, -1.298], [0.855, -2.936, -0.430], [1.747, -2.707, -1.428], [2.600, -3.679, -1.950], [3.606, -3.331, -2.794], [3.748, -2.018, -3.270], [2.982, -0.971, -2.693], [3.216, 0.393, -2.999], [2.405, 1.333, -2.338], [1.455, 0.958, -1.413], [1.232, -0.363, -1.152], [1.980, -1.332, -1.754], [1.689, -5.393, 0.987], [2.346, -6.485, 0.420], [3.147, -7.356, 1.188], [3.281, -7.065, 2.535], [2.785, -5.886, 3.038], [1.953, -5.055, 2.297], [2.408, -4.725, -1.716], [4.269, -4.131, -3.171], [4.496, -1.804, -4.018], [3.955, 0.708, -3.739], [2.365, 2.395, -2.649], [0.804, 1.699, -0.970], [2.055, -6.770, -0.587], [3.593, -8.241, 0.774], [3.879, -7.751, 3.126], [3.060, -5.567, 4.050], [1.579, -4.191, 2.765], [-1.278, 1.413, -1.024], [-2.075, 2.051, -2.414], [-0.986, 2.011, -4.046], [-0.913, 0.745, -4.668], [-0.128, 0.549, -5.805], [0.732, 1.550, -6.260], [0.700, 2.782, -5.633], [-0.180, 3.036, -4.558], [-3.859, 1.225, -2.604], [-4.726, 1.348, -1.520], [-5.973, 0.662, -1.518], [-6.362, -0.072, -2.615], [-5.541, -0.114, -3.734], [-4.318, 0.517, -3.748], [-2.362, 3.835, -1.806], [-3.130, 4.680, -2.598], [-3.499, 5.928, -2.143], [-3.069, 6.359, -0.892], [-2.292, 5.553, -0.079], [-1.927, 4.278, -0.527], [-1.513, -0.065, -4.202], [-0.173, -0.409, -6.308], [1.390, 1.413, -7.136], [1.316, 3.564, -6.057], [-0.288, 4.054, -4.150], [-4.490, 1.866, -0.596], [-6.708, 0.861, -0.744], [-7.319, -0.603, -2.649], [-5.905, -0.605, -4.640], [-3.762, 0.574, -4.649], [-3.469, 4.334, -3.585], [-4.178, 6.516, -2.743], [-3.379, 7.345, -0.516], [-2.003, 5.880, 0.943], [-1.294, 3.588, 0.041]], "atomic_forces_ev_per_a": [[-3.8695, 0.5817, 0.0753], [-0.7093, -0.3707, -0.2840], [-0.2729, 0.2728, 0.3843], [0.1034, 1.4560, 0.3931], [0.3920, -1.0607, -0.5339], [-0.7235, -0.0547, -0.1723], [-1.9773, -0.5440, -0.0068], [2.9953, -0.1742, 1.4474], [1.8132, -0.0024, -0.1773], [-0.9945, -1.3594, -0.9501], [0.8629, 1.6834, 0.9788], [0.2538, 0.8108, 1.4175], [-2.0203, -0.1856, -1.8054], [0.5616, -0.0988, -0.1164], [-0.8949, -0.7392, -0.7733], [0.5283, 0.2969, 0.5981], [0.5129, 0.6655, 0.4434], [-0.1759, -0.2152, 0.0632], [0.0129, 0.3615, 0.0626], [0.5199, -0.1438, -0.0923], [0.3170, -0.2340, -0.2417], [0.2273, -0.1923, 0.0674], [-0.5132, 0.0324, -0.1162], [0.1697, 0.3045, 0.4228], [0.0802, -0.1593, 0.2864], [0.1719, 0.5471, 0.0608], [0.4635, -0.0216, -0.1087], [0.8454, -0.5910, 0.2963], [0.1087, 0.2815, 0.4193], [0.1045, 0.2733, -0.0653], [-0.4453, -0.0962, -0.0729], [-0.0374, -0.3111, -0.2753], [-0.3327, -0.2055, 0.4589], [-0.5156, -0.4741, -0.6609], [0.9234, 0.8898, 1.5967], [0.9214, 0.6484, -1.3753], [-0.8816, -0.4461, 1.0507], [0.0921, -0.2989, 0.0478], [-0.1308, -0.8273, 2.1002], [-1.1630, 0.4516, -3.3252], [2.0295, -0.2920, 1.2914], [-0.6496, -0.1987, -0.6556], [-0.3016, 0.8613, -0.4088], [0.6375, 0.2551, -0.1149], [-0.3222, -0.0081, -0.2197], [1.3102, 0.3071, -1.3253], [-0.4774, 0.3308, 1.5181], [0.1601, -2.2832, -0.2961], [-0.8007, 1.4162, 1.4441], [0.9511, -1.6219, -0.7253], [0.4168, -1.0081, -0.7391], [-0.2104, 0.1620, 0.7328], [0.6717, -0.0236, -0.6137], [-0.2337, -0.4445, -0.0296], [-1.0808, 1.1633, 0.2512], [1.1170, 0.4363, -1.2698], [-0.0519, -0.7164, -0.4243], [-0.0885, 0.5320, -0.2377], [0.1603, 0.0552, -0.9964], [-0.3981, -0.9611, -0.1003], [-1.1699, 1.2136, -0.0664], [1.0184, -0.5078, -0.5494], [-0.1397, 0.6660, 0.9407], [0.7103, -0.7209, -0.0249], [0.3294, 0.4549, -0.0555], [-0.4065, 0.5673, 0.1332], [0.0921, 0.1765, -0.0521], [-0.2005, -0.2801, 0.2329], [0.4460, -0.6761, 0.3547], [-0.0254, -0.3687, 0.1455], [0.3050, 0.1721, -0.0286], [0.0148, -0.1759, -0.2543], [-0.0722, 0.2379, 0.2542], [-0.3163, -0.2927, -0.2848], [-0.7011, 1.0648, 0.3043], [-1.2965, 0.6382, -2.3170], [1.4592, -1.3060, 3.0014], [0.3247, -0.7213, -0.6474], [-0.5555, 0.1367, 0.5380], [0.0884, -0.2438, 0.3551], [-0.3469, -0.1837, -0.1332], [-0.5576, 0.3469, 0.3786], [-0.2446, 0.3668, 0.0709], [-0.3254, -0.0937, -0.6111], [-0.7421, -1.0292, 0.4480], [0.5210, 1.1200, -0.3157], [-0.2108, -0.3165, -0.2566], [-0.2316, -0.2212, -0.5240], [0.1845, 0.9313, 1.2061], [-0.1462, 1.1805, 0.3535], [-0.0794, -0.4321, -0.4172], [-0.0786, 0.2022, 0.2311], [-0.4858, 0.7364, 0.1604], [0.4330, -0.5895, 0.5400], [0.0337, -0.5569, -0.9297], [0.5827, 0.2312, -0.6537], [0.1160, -0.0266, 0.0845], [-0.4572, -0.0875, 0.5871], [-0.0133, 0.2191, 0.3009], [0.3070, -0.5290, -0.1509], [0.3703, 0.1776, -0.2766], [0.3875, -0.2592, 0.2770], [0.3161, 0.2913, 0.1477], [0.2590, 0.0323, 0.3190], [0.5740, -0.2676, -0.6268], [0.0410, 0.1625, 0.4105], [0.1085, 0.2706, -0.0109], [0.1220, -0.4586, -0.2483], [-0.1277, -0.2333, -0.9186], [-0.3765, 0.2687, -0.0205]], "lowdin_spin": [2.504, 0.001, 0.001, 0.013, 0.001, 0.000, 0.021, 0.073, 0.012, 0.009, 0.095, 0.004, 0.001, 0.000, 0.000, 0.000, 0.000, 0.000, 0.000, 0.000, 0.000, 0.000, 0.000, 0.001, 0.000, 0.000, 0.000, 0.000, 0.000, 0.000, 0.000, 0.000, 0.011, 0.011, 0.001, 0.014, -0.002, 0.020, 0.012, 0.000, 0.011, 0.003, 0.016, 0.000, 0.003, 0.043, 0.020, 0.411, 0.162, 0.197, 0.064, 0.283, 0.020, 0.272, 0.096, 0.172, 0.237, 0.090, 0.009, 0.003, 0.000, 0.002, 0.000, 0.003, 0.008, -0.001, 0.014, 0.015, 0.001, 0.009, 0.000, 0.000, 0.000, 0.000, 0.001, 0.025, 0.002, 0.002, 0.000, 0.000, 0.001, 0.000, 0.001, 0.000, 0.000, 0.000, 0.000, 0.000, 0.000, 0.001, 0.000, 0.000, 0.000, 0.000, 0.000, 0.000, 0.000, 0.000, 0.000, 0.000, 0.000, 0.000, 0.000, 0.000, 0.000, 0.000, 0.000, 0.000, 0.000, 0.000]}